(1)
Here is a 3-piece molecular cluster, C19H34NO6 overall from the OMol25 dataset. Energies are from the ωB97M-V functional and the def2-TZVPD basis.

Last column: Löwdin charge in e.
CARTESIAN COORDINATES (ANGSTROEM)
C  1.2429  3.5025  2.0869  -0.125
C  -0.2168  2.9763  2.5782  -0.233
C  -0.4019  1.5037  1.9387  -0.233
C  -1.9027  0.9415  1.9425  -0.195
C  -2.8488  1.4787  0.7588  -0.173
C  -2.1740  2.5244  -0.2473  -0.149
N  -1.2989  1.9131  -1.2999  -0.074
C  -0.7903  2.8357  -2.3148  0.031
C  0.1565  2.4326  -3.4595  0.020
C  0.6335  0.9382  -3.5768  0.031
C  0.0284  -0.0272  -2.4949  0.032
C  -0.9290  0.5329  -1.3891  0.041
H  1.5366  3.1101  1.0524  0.062
H  2.0779  3.1704  2.8111  0.080
H  1.2847  4.6484  2.0366  0.077
H  -1.0605  3.7105  2.3548  0.098
H  -0.1169  2.8317  3.7208  0.117
H  0.2137  0.7852  2.6076  0.122
H  0.1203  1.5053  0.9233  0.078
H  -2.3545  1.1950  2.9723  0.126
H  -1.8588  -0.2116  1.8448  0.113
H  -3.7285  2.0341  1.2653  0.130
H  -3.3304  0.6221  0.1608  0.118
H  -1.6356  3.4033  0.2769  0.138
H  -3.0467  3.0270  -0.8210  0.149
H  -1.0961  3.9380  -2.2549  0.148
H  0.4987  3.2333  -4.2039  0.119
H  1.3589  0.5790  -4.3799  0.114
H  0.2821  -1.1348  -2.5099  0.105
H  -1.2994  -0.2222  -0.6233  0.137
C  -0.5306  -1.5491  -6.5424  -0.061
C  0.5264  -2.3100  -5.7636  -0.232
O  0.6107  -3.6673  -6.2041  0.035
C  1.2662  -3.8604  -7.3630  -0.584
O  1.7814  -3.0011  -8.0376  0.123
O  1.2263  -5.1691  -7.6519  0.007
C  1.8040  -5.5001  -8.9147  -0.038
H  -1.4902  -2.0699  -6.4989  0.088
H  -0.6543  -0.5396  -6.1424  0.063
H  -0.2615  -1.4674  -7.5981  0.082
H  0.2461  -2.3389  -4.7067  0.102
H  1.5042  -1.8227  -5.8251  0.119
H  2.8205  -5.1112  -9.0008  0.099
H  1.1754  -5.1177  -9.7219  0.102
H  1.8433  -6.5872  -8.9910  0.097
C  -0.4067  -0.9031  9.2338  -0.065
C  -1.0882  -0.6428  7.9038  -0.214
O  -0.2805  0.1954  7.0657  0.026
C  0.7541  -0.4114  6.4626  -0.590
O  1.0488  -1.5781  6.5594  0.125
O  1.4235  0.5125  5.7506  -0.015
C  2.6111  0.0173  5.1360  -0.049
H  -0.1308  0.0381  9.7158  0.084
H  -1.0634  -1.4657  9.9005  0.083
H  0.5155  -1.4740  9.1011  0.076
H  -2.0246  -0.1061  8.0756  0.123
H  -1.3401  -1.5740  7.3891  0.124
H  2.4061  -0.8695  4.5324  0.096
H  3.3607  -0.2009  5.8995  0.103
H  3.0018  0.7967  4.4800  0.086

Forces on the atoms, in the same order (eV/Å):
C 0.03 0.54 0.28
C 1.54 -0.88 0.24
C 0.08 0.00 0.97
C 0.51 -0.53 -0.19
C -0.27 0.61 0.47
C -1.98 0.71 0.56
N 2.73 -0.83 -3.28
C 1.79 -2.06 -1.56
C -1.15 -2.64 2.55
C -3.21 1.25 3.63
C -0.63 4.09 -0.40
C 1.92 0.37 -2.42
H -0.57 0.50 1.34
H -1.44 0.45 -1.11
H -0.07 -1.67 0.15
H 1.14 -1.03 0.20
H -0.57 0.43 -1.80
H -0.91 1.16 -1.14
H -0.96 -0.18 1.16
H 0.61 -0.49 -1.70
H -0.07 1.82 0.36
H 1.40 -0.75 -1.10
H 0.78 1.30 0.85
H -0.50 -1.81 -0.81
H 1.46 -0.89 0.77
H 0.31 -2.00 0.20
H -0.62 -1.37 1.36
H -1.21 0.59 1.29
H -0.47 1.73 0.19
H 0.36 1.54 -1.00
C -0.04 -0.05 -0.32
C -0.16 0.41 -0.05
O 0.25 -0.09 0.03
C -0.04 -0.17 -0.34
O -0.20 -0.30 0.44
O -0.01 0.59 0.37
C 0.23 -0.27 -0.50
H 0.06 0.07 0.16
H -0.03 -0.04 0.02
H 0.09 0.04 0.16
H 0.03 -0.36 -0.11
H -0.02 -0.14 -0.20
H -0.19 0.10 0.01
H 0.16 0.08 0.07
H -0.15 0.14 0.27
C 0.35 -0.04 0.00
C -0.31 -0.36 0.57
O 0.31 -0.02 -0.56
C -0.12 -0.10 0.45
O -0.13 0.54 -0.22
O -0.33 -0.14 0.03
C 0.42 -0.08 -0.23
H -0.19 -0.03 -0.01
H 0.00 0.07 -0.07
H -0.17 -0.03 -0.05
H 0.23 0.17 -0.23
H 0.23 0.09 -0.04
H 0.01 0.00 0.22
H -0.10 -0.14 -0.11
H -0.24 0.09 0.19

Properties
E_tot (Ha): -1250.1736
2S+1: 1
HOMO level (eV): -12.598
F_max (eV/Å): 5.01
Kohn-Sham gap (eV): 7.72
Total charge: +1


(2)
Here is one molecule with the formula C19H34O3 from the OMol25 dataset. Energies are from the ωB97M-V functional and the def2-TZVPD basis.

Last column: Löwdin charge in e.
CARTESIAN COORDINATES (ANGSTROEM)
C  5.2794  2.7098  -0.8644  -0.101
O  4.5625  1.7360  -0.1514  -0.156
C  3.2239  2.0499  0.2353  -0.580
C  3.1818  3.2448  1.1995  -0.030
C  2.3297  2.3403  -0.9785  -0.026
C  2.7403  0.7954  0.9879  -0.137
C  2.7470  -0.4720  0.1367  -0.187
C  2.3584  -1.6877  0.9745  -0.178
C  2.2721  -3.0115  0.2016  -0.382
C  3.6259  -3.4327  -0.3634  -0.073
C  1.2251  -2.9569  -0.9263  -0.177
C  -0.1078  -2.5229  -0.4224  -0.091
C  -0.7469  -1.4295  -0.8427  -0.071
C  -2.0348  -0.9514  -0.3713  -0.247
C  -2.7261  -1.7546  0.6827  -0.030
C  -2.5101  0.1923  -0.9065  0.046
C  -3.7443  0.9402  -0.6566  -0.477
O  -3.9166  2.0532  -1.1059  0.096
O  -4.6672  0.3099  0.0888  -0.017
C  -5.8963  1.0069  0.3382  -0.405
C  -6.8444  0.8216  -0.8422  -0.032
C  -6.4719  0.4454  1.6309  -0.038
H  4.7947  2.9726  -1.8105  0.086
H  6.2480  2.2595  -1.0791  0.092
H  5.4381  3.6214  -0.2785  0.085
H  3.8756  3.0840  2.0215  0.091
H  3.4464  4.1701  0.6931  0.075
H  2.1787  3.3537  1.6021  0.087
H  2.5080  3.3419  -1.3636  0.079
H  2.5264  1.6237  -1.7718  0.087
H  1.2852  2.2694  -0.6881  0.089
H  3.4037  0.6483  1.8423  0.126
H  1.7327  0.9786  1.3658  0.125
H  2.0376  -0.3564  -0.6806  0.095
H  3.7453  -0.5992  -0.2793  0.115
H  1.3857  -1.4935  1.4348  0.109
H  3.0849  -1.8084  1.7819  0.118
H  1.9503  -3.7775  0.9184  0.136
H  3.9551  -2.7414  -1.1345  0.075
H  4.3758  -3.4525  0.4238  0.079
H  3.5628  -4.4265  -0.8020  0.076
H  1.1346  -3.9613  -1.3516  0.122
H  1.5679  -2.2898  -1.7177  0.114
H  -0.5346  -3.1561  0.3433  0.114
H  -0.2846  -0.8234  -1.6120  0.113
H  -2.9577  -2.7459  0.2952  0.095
H  -3.6459  -1.2794  0.9985  0.065
H  -2.0708  -1.8740  1.5445  0.089
H  -1.9016  0.7055  -1.6413  0.117
H  -5.6616  2.0735  0.4514  0.144
H  -7.7832  1.3315  -0.6455  0.083
H  -6.3992  1.2398  -1.7416  0.079
H  -7.0381  -0.2369  -1.0019  0.086
H  -6.6870  -0.6137  1.5116  0.083
H  -7.3903  0.9681  1.8818  0.082
H  -5.7622  0.5679  2.4453  0.081

Forces on the atoms, in the same order (eV/Å):
C 0.04 0.04 -0.02
O -0.11 -0.14 0.12
C -0.43 0.05 0.34
C 0.20 -0.28 -0.28
C 0.37 -0.08 0.17
C 0.25 0.08 -0.47
C -0.04 0.00 0.40
C -0.01 -0.09 -0.21
C 0.07 0.10 -0.04
C -0.24 -0.03 0.15
C 0.09 -0.09 0.24
C -0.10 0.22 -0.26
C 0.38 -0.25 -0.08
C -0.57 0.43 0.08
C -0.15 0.08 0.06
C 0.47 -0.35 -0.05
C -0.27 0.43 -0.02
O 0.03 -0.20 0.04
O 0.07 -0.20 0.04
C -0.54 0.42 0.07
C 0.41 0.07 0.15
C 0.35 0.08 -0.31
H 0.02 0.01 0.01
H 0.00 0.11 -0.05
H 0.00 0.00 -0.03
H 0.05 -0.02 0.11
H 0.01 0.12 -0.01
H -0.12 0.04 0.04
H -0.02 0.08 -0.08
H -0.04 -0.08 -0.10
H -0.15 0.01 0.01
H 0.00 0.04 0.11
H -0.04 0.04 0.06
H -0.01 0.00 -0.17
H 0.00 -0.02 -0.14
H 0.02 0.02 0.11
H -0.01 0.01 0.09
H -0.01 0.01 -0.04
H 0.09 0.07 -0.11
H 0.14 -0.02 0.05
H 0.05 -0.09 -0.07
H 0.05 0.01 -0.08
H 0.01 0.01 -0.09
H -0.18 -0.02 0.16
H 0.12 0.05 -0.11
H 0.01 -0.12 0.02
H 0.05 -0.12 0.06
H 0.06 -0.07 0.06
H 0.04 -0.02 -0.02
H -0.05 -0.25 0.00
H -0.12 0.04 0.01
H -0.03 0.03 -0.08
H -0.06 -0.11 0.00
H -0.07 -0.13 0.02
H -0.10 0.04 0.03
H 0.03 0.01 0.10

Properties
E_tot (Ha): -970.0740
2S+1: 1
Energy above the lowest of the compared OMol25 structures with the same formula, charge and spin (kJ/mol): 6.44
HOMO level (eV): -8.764
F_max (eV/Å): 0.72
Kohn-Sham gap (eV): 9.13
Total charge: 0


(3)
Here is a 7-piece molecular cluster, C19H35Cl9O8S4 overall from the OMol25 dataset. Energies are from the ωB97M-V functional and the def2-TZVPD basis.

Last column: Löwdin charge in e.
CARTESIAN COORDINATES (ANGSTROEM)
O  6.6110  1.2314  -1.3026  -0.315
S  5.1727  1.4566  -1.2945  0.653
O  4.4015  1.1655  -2.4552  -0.343
C  4.3619  0.7134  0.0836  -0.214
C  3.2938  1.7192  0.4847  -0.241
C  3.9809  3.0435  0.5232  -0.238
C  4.7938  3.0904  -0.7550  -0.242
H  5.0675  0.5227  0.8784  0.114
H  3.9213  -0.1870  -0.3365  0.108
H  2.5485  1.8633  -0.3173  0.121
H  2.7758  1.5913  1.4286  0.110
H  4.6199  3.0902  1.3940  0.114
H  3.3246  3.9271  0.5814  0.128
H  5.7009  3.6999  -0.6282  0.115
H  4.1647  3.5832  -1.5046  0.107
O  0.0182  -3.7985  2.4541  -0.355
S  -0.7016  -4.9866  2.0461  0.677
O  0.0173  -6.2420  1.9965  -0.321
C  -2.1756  -5.0354  3.0161  -0.215
C  -3.0363  -4.0297  2.2360  -0.257
C  -3.0312  -4.5392  0.8603  -0.237
C  -1.5742  -4.7512  0.4936  -0.196
H  -1.9366  -4.7295  4.0435  0.106
H  -2.5740  -6.0279  2.9827  0.102
H  -4.0184  -3.9243  2.6822  0.122
H  -2.5553  -3.0641  2.2632  0.098
H  -3.5365  -3.9138  0.1203  0.102
H  -3.6438  -5.4485  0.9234  0.126
H  -1.0995  -3.9107  0.0163  0.074
H  -1.4141  -5.6311  -0.0866  0.097
O  0.7584  -0.4593  -1.0836  -0.340
S  -0.2263  -0.6362  -0.0258  0.696
O  -1.2335  -1.6982  -0.1324  -0.338
C  0.6723  -0.8234  1.4573  -0.284
C  -0.0437  -0.1039  2.5330  -0.220
C  -1.3846  0.5243  2.0014  -0.167
C  -1.0979  0.8248  0.4813  -0.224
H  1.6839  -0.4297  1.3225  0.086
H  0.8238  -1.8865  1.5921  0.074
H  -0.2128  -0.7266  3.4070  0.060
H  0.5917  0.7299  2.8181  0.107
H  -1.5460  1.4701  2.5450  0.120
H  -2.2299  -0.1497  2.1002  0.072
H  -0.3264  1.6236  0.4851  0.108
H  -1.9586  1.1092  -0.0915  0.070
O  -1.2215  3.6697  -1.0934  -0.323
S  -1.2830  3.0567  -2.3839  0.662
O  -1.9696  1.7761  -2.5912  -0.327
C  -1.8895  4.1916  -3.5705  -0.263
C  -1.2724  3.7132  -4.8308  -0.254
C  0.1955  3.6791  -4.5081  -0.232
C  0.3490  3.0421  -3.1565  -0.221
H  -1.5316  5.1665  -3.2649  0.114
H  -2.9967  4.1146  -3.6061  0.132
H  -1.6780  2.7214  -5.0443  0.093
H  -1.5018  4.4253  -5.5883  0.114
H  0.5220  4.7584  -4.5289  0.138
H  0.7878  3.1305  -5.2348  0.109
H  1.0190  3.6157  -2.5032  0.109
H  0.6543  1.9989  -3.2303  0.061
Cl  2.5144  -1.9101  4.2602  0.531
C  1.6435  -1.9938  5.8451  -1.550
Cl  0.0209  -2.4219  5.5414  0.592
Cl  1.7365  -0.4715  6.7129  0.539
H  2.0801  -2.8343  6.4167  0.032
Cl  -5.7566  -0.0436  2.8198  0.526
C  -5.4187  0.2589  1.0972  -1.493
Cl  -6.8420  0.5270  0.0576  0.520
Cl  -4.4217  -1.0418  0.3505  0.549
H  -4.8010  1.1432  0.9545  0.004
Cl  -0.4093  0.1507  -5.3143  0.523
C  0.6390  -0.8384  -4.1811  -1.519
Cl  2.2762  -0.2196  -4.1829  0.588
Cl  0.5085  -2.5835  -4.3299  0.560
H  0.2988  -0.6275  -3.1499  -0.036

Forces on the atoms, in the same order (eV/Å):
O -1.17 0.08 0.16
S 1.73 0.25 0.67
O -0.50 -0.20 -0.99
C -0.97 -0.77 0.11
C -1.02 0.68 -0.57
C 0.70 0.85 0.31
C 0.33 2.41 -0.24
H 0.23 -0.17 0.17
H 0.10 -0.36 0.29
H -0.03 -0.84 0.24
H -0.03 -0.72 0.09
H 0.40 0.07 0.28
H 0.01 -0.50 -0.03
H -0.15 -0.42 -0.26
H 0.32 -0.31 -0.25
O -0.05 0.05 -0.27
S 0.63 -0.75 -0.18
O -0.28 0.32 0.24
C 0.12 1.05 0.63
C -0.06 0.55 1.77
C -0.91 -0.43 -1.34
C 0.20 -0.18 0.17
H -0.04 -0.17 -0.32
H -0.32 -0.64 0.03
H -0.24 -0.03 -0.02
H 0.18 0.52 0.23
H 0.14 0.19 0.19
H 0.53 -0.30 -0.57
H -0.12 0.45 -0.21
H 0.24 -0.65 -0.40
O -0.79 0.18 -0.03
S -0.71 -0.87 -0.73
O 0.95 0.81 -0.11
C 1.42 -0.80 -0.28
C -1.23 0.88 0.90
C 1.08 0.17 -0.70
C 0.97 0.62 1.84
H -0.26 0.11 -0.35
H -0.38 -0.36 0.20
H -0.03 0.05 0.00
H -0.01 0.13 0.37
H -0.27 -0.46 -0.30
H -0.08 -0.02 0.08
H -0.53 -0.22 -0.36
H -0.18 -0.17 -0.54
O -0.04 0.02 1.11
S -0.23 -1.04 -1.19
O 0.83 1.14 0.54
C -2.12 -0.03 0.44
C -0.18 -0.43 -0.18
C 0.78 1.07 -0.90
C 0.50 -0.37 1.07
H -0.13 0.35 0.01
H 0.63 0.32 0.30
H 0.06 0.13 -0.33
H -0.13 0.21 -0.99
H 0.05 -1.09 0.26
H 0.03 0.06 -0.18
H -0.15 -0.40 -0.03
H 0.16 0.05 0.14
Cl 0.01 0.06 0.67
C 1.20 -0.60 -0.36
Cl -1.50 -0.36 -0.09
Cl 0.26 -0.02 0.08
H 0.06 0.89 -0.25
Cl 0.01 0.15 -0.90
C 0.50 -0.21 -0.91
Cl 0.07 -0.13 0.69
Cl -0.32 0.22 0.54
H -0.22 -0.02 0.57
Cl 0.60 -0.98 0.44
C -0.75 0.91 1.28
Cl 0.20 -0.20 -0.37
Cl 0.04 0.23 -0.56
H -0.15 -0.01 -0.84

Properties
E_tot (Ha): -7081.2738
2S+1: 1
HOMO level (eV): -10.267
F_max (eV/Å): 2.44
Kohn-Sham gap (eV): 10.44
Total charge: 0